Entry from the OMol25 dataset: a cluster of 6 separate species, C29H30N2O19 in total (ωB97M-V/def2-TZVPD).

Structure (ORCA input):
```
! wB97M-V def2-TZVPD RIJCOSX def2/J DEFGRID3
* xyz 1 2
C -1.1500 -2.2586 0.7042
N -1.1864 -1.1343 -0.1470
O -0.1142 -0.6348 -0.3311
O -2.1886 -0.7771 -0.7939
H -1.8005 -3.0842 0.4155
H -1.3850 -2.0592 1.7497
H -0.1043 -2.5619 0.6527
C -1.4170 3.6919 -1.8730
C -0.2162 2.8958 -2.3188
C 0.9487 3.8627 -2.2011
O 1.2213 4.6472 -3.3648
C 1.5044 3.9125 -4.5892
N -0.1552 1.8139 -1.3333
H -2.2804 3.0301 -1.9409
H -1.5882 4.5090 -2.5738
H -1.1936 4.0080 -0.8540
H -0.3400 2.5508 -3.3453
H 1.8346 3.3193 -1.8724
H 0.8001 4.5579 -1.3748
H 1.6281 4.6073 -5.4199
H 0.8527 3.0908 -4.8864
H 2.4755 3.4422 -4.4348
H -0.9346 1.2226 -1.5844
H -0.3361 2.1195 -0.3878
C -6.3077 2.0162 0.0077
C -6.4670 3.3095 -0.4302
C -5.3853 4.3128 -0.3699
O -5.4736 5.5400 -0.5078
C -4.1194 3.6679 0.0824
C -3.9574 2.3906 0.4831
C -5.0693 1.4049 0.4164
O -4.9097 0.2543 0.7961
O -2.8032 1.9195 1.1299
O -7.6572 3.7240 -0.9160
H -7.1389 1.3669 -0.2243
H -3.2617 4.2939 0.2799
H -2.9491 0.9792 1.2566
H -7.5607 4.5989 -1.2992
C -2.5003 -7.9569 -2.2815
C -1.1023 -7.9580 -2.2685
C -0.2957 -7.0931 -1.4342
O 0.9270 -7.1032 -1.3431
C -1.1342 -6.1319 -0.6676
C -2.4876 -6.0544 -0.8034
C -3.3412 -6.9155 -1.6955
O -4.5384 -7.0192 -1.9212
O -3.1094 -5.0034 -0.2716
O -0.3086 -8.9246 -2.8216
H -3.0482 -8.5995 -2.9548
H -0.5325 -5.4153 -0.1281
H -4.0163 -5.2423 -0.0667
H 0.6371 -8.7740 -2.7538
C 4.4152 2.0250 0.9023
C 5.6860 1.7714 0.6167
C 6.0507 0.9798 -0.6070
O 7.1873 0.8886 -0.9771
C 4.8635 0.5489 -1.3485
C 3.5897 0.8809 -1.1076
C 3.2391 1.5962 0.0975
O 2.0839 1.9176 0.4204
O 2.5249 0.5507 -1.9447
O 6.7327 2.0305 1.4667
H 4.2856 2.4175 1.9001
H 5.0950 -0.0913 -2.1870
H 1.6667 0.5824 -1.5157
H 6.4382 2.1631 2.3707
C 4.0419 -0.4868 4.0486
C 2.9720 -0.8601 3.2965
C 1.6020 -0.6908 3.7959
O 0.6078 -1.0335 3.1448
C 1.5048 -0.0965 5.1538
C 2.6064 0.2318 5.9057
C 3.9851 0.0677 5.4629
O 4.9768 0.3388 6.1516
O 2.4689 0.7081 7.1861
O 3.1728 -1.3636 1.9977
H 5.0480 -0.5723 3.6655
H 0.5370 -0.0240 5.6277
H 3.3329 0.8647 7.5741
H 2.3211 -1.7034 1.7134
*
```

Calculated values
* LUMO energy (spin up / spin down): -4.30 / -7.69 eV

=====

Entry from the OMol25 dataset: the molecule C6H9N (ωB97M-V/def2-TZVPD).

Structure (ORCA input):
```
! wB97M-V def2-TZVPD RIJCOSX def2/J DEFGRID3
* xyz 0 1
C 0.3785 1.9039 1.3451
C 0.4717 1.1944 0.0301
C 1.5504 0.4571 -0.4042
C 1.0599 -0.8052 -0.8388
C -0.3111 -0.7912 -0.6978
C -1.3491 -1.8630 -0.7381
N -0.6500 0.4533 -0.2555
H 0.2099 1.0713 2.0441
H 1.3068 2.3929 1.6394
H -0.4686 2.5895 1.4432
H 2.5880 0.7467 -0.2795
H 1.6562 -1.6610 -1.1225
H -1.6859 -2.1183 -1.7445
H -0.9518 -2.7644 -0.2617
H -2.2231 -1.5527 -0.1519
H -1.5818 0.7468 -0.0074
*
```

Calculated values
* SMILES: Cc1ccc(C)[nH]1
* energy above the lowest of the compared OMol25 structures with the same formula, charge and spin: 74.57 kJ/mol
* LUMO energy: 0.99 eV

=====

Entry from the OMol25 dataset: a cluster of 2 separate species, C4H10NO2 in total (ωB97M-V/def2-TZVPD).

Structure (ORCA input):
```
! wB97M-V def2-TZVPD RIJCOSX def2/J DEFGRID3
* xyz -1 1
N -2.2857 -0.2687 0.5311
C -1.4641 0.2202 -1.8110
C -2.3897 0.5887 -0.6507
H -1.3230 -0.2573 0.8856
H -2.4825 -1.2421 0.2734
H -0.4109 0.2703 -1.4871
H -1.6051 0.9127 -2.6578
H -1.6777 -0.8055 -2.1560
H -2.1773 1.6257 -0.3267
H -3.4415 0.5521 -0.9942
O 1.9011 0.8131 -0.0519
O 0.9799 -0.3639 1.6636
C 1.9349 0.0434 0.9470
C 3.3483 -0.4397 1.3745
H 3.7648 0.2842 2.0949
H 3.3016 -1.4300 1.8580
H 4.0269 -0.5032 0.5073
*
```

Calculated values
* energy above the lowest of the compared OMol25 structures with the same formula, charge and spin: 45.83 kJ/mol
* LUMO energy: 4.11 eV

=====

Entry from the OMol25 dataset: a structure of composition C42H45AlGeN5O4S2 (ωB97M-V/def2-TZVPD).

Structure (ORCA input):
```
! wB97M-V def2-TZVPD RIJCOSX def2/J DEFGRID3
* xyz 0 2
Al 0.5143 2.0928 -0.7195
C -0.9936 4.6294 2.5143
C -0.2665 3.6441 1.6708
N -0.5640 3.3560 0.4678
N -1.6523 3.9561 -0.1249
C -1.4440 4.1397 -1.4046
N -2.4715 4.6378 -2.1293
S 0.0491 3.8054 -2.2394
C 0.9029 2.8825 2.1854
C 1.5238 3.1578 3.3895
C 2.5927 2.3590 3.7735
C 3.0032 1.3316 2.9436
C 2.3480 1.1472 1.7340
N 1.3136 1.9047 1.3752
H -1.9585 4.8542 2.0703
H -1.1357 4.2403 3.5239
H -0.4167 5.5561 2.5786
H -3.2825 4.9703 -1.6361
H -2.2984 4.9596 -3.0625
H 1.1729 3.9687 4.0133
H 3.0964 2.5412 4.7155
H 3.8259 0.6820 3.2089
H 2.6576 0.3862 1.0262
C 3.0977 -5.3644 -1.4798
C 2.8430 -4.0807 -2.2236
C 2.0600 -3.0745 -1.6711
C 1.8287 -1.8879 -2.3544
C 2.3752 -1.7276 -3.6171
C 3.1570 -2.7218 -4.1982
C 3.3921 -3.8859 -3.4945
S 2.0141 -0.2670 -4.5203
O 1.4284 -0.5883 -5.7903
O 1.3173 0.6254 -3.6325
N 3.5203 0.2970 -4.8603
C 4.4176 0.6818 -3.7620
C 3.9071 1.7199 -2.7638
C 3.1961 1.0882 -1.5819
O 3.6216 0.0516 -1.1049
O 2.1959 1.7407 -1.0659
H 2.7423 -5.3042 -0.4507
H 4.1636 -5.6014 -1.4603
H 2.5861 -6.2001 -1.9634
H 1.6289 -3.2137 -0.6851
H 1.2333 -1.0926 -1.9135
H 3.5713 -2.5753 -5.1887
H 4.0070 -4.6628 -3.9340
H 3.4201 1.0047 -5.5825
H 5.3192 1.0444 -4.2505
H 4.6945 -0.2145 -3.2083
H 3.3022 2.4953 -3.2297
H 4.7900 2.1981 -2.3273
C 2.4626 -2.5957 2.5786
C 1.9666 -2.3085 1.3118
C 0.8032 -1.5618 1.1770
C 0.1196 -1.0823 2.3014
C 0.6288 -1.3813 3.5660
C 1.7888 -2.1372 3.7033
Ge -1.4358 0.0487 1.9825
C -2.9482 -1.0594 1.4661
C -2.9115 -2.4432 1.6449
C -4.0195 -3.2294 1.3486
C -5.1818 -2.6422 0.8658
C -5.2295 -1.2664 0.6722
C -4.1201 -0.4847 0.9671
C -1.8926 1.0408 3.6009
C -3.2148 1.3213 3.9572
C -3.5039 2.0797 5.0852
C -2.4779 2.5740 5.8816
C -1.1576 2.3017 5.5449
C -0.8725 1.5465 4.4141
H 3.3734 -3.1731 2.6881
H 2.4991 -2.6427 0.4287
H 0.4389 -1.3146 0.1817
H 0.1186 -1.0300 4.4559
H 2.1687 -2.3651 4.6926
H -2.0122 -2.9180 2.0242
H -3.9725 -4.3029 1.4922
H -6.0458 -3.2537 0.6350
H -6.1293 -0.8038 0.2828
H -4.1623 0.5862 0.7878
H -4.0325 0.9405 3.3558
H -4.5362 2.2822 5.3458
H -2.7063 3.1622 6.7628
H -0.3491 2.6722 6.1655
H 0.1653 1.3392 4.1699
C -1.7034 -0.7885 -4.1663
C -2.2792 -0.7982 -2.7430
C -3.6858 -0.1855 -2.7635
C -2.3356 -2.2384 -2.2220
C -1.4233 0.0191 -1.8634
C -0.7036 0.6917 -1.1537
H -2.3820 -1.3273 -4.8343
H -0.7320 -1.2823 -4.2000
H -1.5762 0.2304 -4.5347
H -4.3349 -0.7756 -3.4168
H -3.6488 0.8389 -3.1394
H -4.1188 -0.1716 -1.7618
H -2.9229 -2.8556 -2.9079
H -2.7930 -2.2822 -1.2360
H -1.3293 -2.6612 -2.1551
*
```

Calculated values
* energy above the lowest of the compared OMol25 structures with the same formula, charge and spin: 196.09 kJ/mol
* LUMO energy (spin up / spin down): -0.37 / -0.67 eV

=====

Entry from the OMol25 dataset: a structure of composition C7H19BeN2O (ωB97M-V/def2-TZVPD).

Structure (ORCA input):
```
! wB97M-V def2-TZVPD RIJCOSX def2/J DEFGRID3
* xyz -1 1
C 1.5129 0.4269 -2.4244
Be 0.0606 1.6037 -2.1469
N -0.7090 3.2127 -1.8531
H -0.0473 1.3318 -3.4465
H -1.7108 3.0626 -2.0320
H 1.4008 1.3440 -1.7146
H 2.0743 0.5340 -3.3601
H 0.6773 -0.2700 -2.6729
H 2.0840 -0.2046 -1.7596
H -0.6348 3.3609 -0.8439
H -0.3952 4.0474 -2.3432
O -0.7972 0.8816 -0.9852
C -0.5794 0.2815 0.1288
C -1.6883 -0.5544 0.7283
C -1.2744 -2.0438 0.9077
C -0.4044 -2.2780 2.1062
C 0.9753 -1.6714 1.9905
C 0.9705 -0.1111 1.9580
N 0.6699 0.3604 0.6392
H -2.0225 -0.1752 1.6990
H -2.5903 -0.5913 0.0919
H -2.1901 -2.6175 1.0173
H -0.8014 -2.3918 -0.0141
H -0.9023 -1.8531 2.9748
H -0.2736 -3.3441 2.2324
H 1.5311 -1.9174 2.9070
H 1.5454 -2.0358 1.1071
H 0.2478 0.3167 2.6523
H 1.9535 0.2480 2.2258
H 1.3174 1.0473 0.2301
*
```

Calculated values
* energy above the lowest of the compared OMol25 structures with the same formula, charge and spin: 175.47 kJ/mol
* LUMO energy (spin up / spin down): 3.01 / 3.03 eV

=====

E for every record listed, in sequence, given in Ha: -2661.53544, -288.75364, -363.70696, -5318.02008, -477.50784.